Entry 1:
{
  "formula": "C3H4N2O2S",
  "method": "ωB97M-V/def2-TZVPD",
  "species": ["C", "O", "N", "C", "O", "N", "C", "S", "H", "H", "H", "H"],
  "xyz": [[0.08, 0.67, 0.64], [-1.23, 0.48, 0.16], [-1.33, -0.51, -0.79], [-1.26, -1.77, -0.46], [-1.03, -2.34, 0.56], [-1.41, -2.52, -1.66], [-2.03, -3.47, -2.07], [-2.76, -4.61, -2.75], [-0.01, 1.75, 1.06], [0.67, 0.45, -0.28], [0.36, -0.08, 1.36], [-0.92, -0.39, -1.77]],
  "lowdin_charge": [-0.067, -0.139, 0.028, -0.570, 0.135, 0.127, -0.808, 0.794, 0.132, 0.096, 0.071, 0.201],
  "smiles": "CONC(=O)N=C=S",
  "relative_energy_kj_mol": 316.0,
  "gap_ev": 10.2,
  "energy_ha": -774.8064
}

=====

Entry 2:
{
  "formula": "H5NP2S2",
  "method": "ωB97M-V/def2-TZVPD",
  "species": ["H", "N", "P", "S", "H", "P", "S", "H", "H", "H"],
  "xyz": [[-1.74, -0.95, 1.91], [-1.74, -0.68, 0.83], [-2.75, -1.66, 0.11], [-2.19, -1.59, -1.88], [-1.05, -0.95, -1.81], [0.92, 0.41, 0.68], [0.53, 1.05, -1.26], [2.35, 0.55, 0.71], [0.80, -0.96, 0.47], [-0.50, 1.65, -0.89]],
  "lowdin_charge": [0.023, -0.503, 0.415, 0.315, -0.301, 0.361, 0.284, -0.148, -0.170, -0.276],
  "smiles": "[H]/N=P/S.PS",
  "relative_energy_kj_mol": 105.3,
  "gap_ev": 8.5,
  "energy_ha": -1536.7918
}

=====

Repeat the second record exactly.
{
  "formula": "H5NP2S2",
  "method": "ωB97M-V/def2-TZVPD",
  "species": ["H", "N", "P", "S", "H", "P", "S", "H", "H", "H"],
  "xyz": [[-1.74, -0.95, 1.91], [-1.74, -0.68, 0.83], [-2.75, -1.66, 0.11], [-2.19, -1.59, -1.88], [-1.05, -0.95, -1.81], [0.92, 0.41, 0.68], [0.53, 1.05, -1.26], [2.35, 0.55, 0.71], [0.80, -0.96, 0.47], [-0.50, 1.65, -0.89]],
  "lowdin_charge": [0.023, -0.503, 0.415, 0.315, -0.301, 0.361, 0.284, -0.148, -0.170, -0.276],
  "smiles": "[H]/N=P/S.PS",
  "relative_energy_kj_mol": 105.3,
  "gap_ev": 8.5,
  "energy_ha": -1536.7918
}